[1]
C4H6N2O3S | wB97M-V/def2-TZVPD

Values from the calculation:
Relative energy (zero: lowest compared OMol25 entry of this formula, charge and spin) in kJ/mol: 149.2
LUMO in eV: 0.6
HOMO in eV: -8.2
E in a.u.: -889.3495
Net charge: 0
SMILES: NS(=O)(=O)/C=C1\NC=CO1

```
16
Properties=species:S:1:pos:R:3:forces:R:3:mulliken_charge:R:1
N 2.37533 0.41658 -0.66895 -3.9334 -0.2430 2.8603 -0.621
S 1.71064 -1.10790 -0.03521 0.7977 0.4377 0.1027 1.079
O 2.00616 -1.08847 1.35228 0.0669 0.7384 1.4013 -0.586
O 2.42181 -2.05079 -0.82834 -0.3635 -1.2126 -1.0428 -0.664
C -0.06825 -1.43332 -0.16315 2.5012 0.9255 -1.0978 -0.876
C -0.92921 -0.41323 0.01105 -0.4680 0.6399 0.2126 0.585
N -0.67171 0.90355 0.35054 0.4792 -3.0758 -0.5690 0.064
C -1.82985 1.52444 0.56021 -2.6184 -1.6208 -0.8515 -0.198
C -2.83732 0.65648 0.27100 -1.1023 2.4520 1.4879 -0.314
O -2.28317 -0.55359 -0.05926 0.5187 -0.2421 -0.0638 -0.354
H 3.20474 0.68206 -0.20743 0.8823 -0.0049 1.2769 0.250
H 2.60427 0.17856 -1.55239 0.8201 -0.7421 -3.7778 0.290
H -0.19356 -2.33878 -0.72947 -0.4613 -0.0481 0.0832 0.416
H 0.22930 1.27893 0.41858 1.3679 0.5017 0.0069 0.159
H -1.78706 2.51227 0.80651 -0.5395 2.3853 0.7357 0.464
H -3.95211 0.83321 0.47404 2.0525 -0.8910 -0.7648 0.306
```
Positions in Å, forces in eV/Å.


[2]
C4H6N2O5S | wB97M-V/def2-TZVPD

Values from the calculation:
Relative energy (zero: lowest compared OMol25 entry of this formula, charge and spin) in kJ/mol: 187.4
LUMO (alpha / beta) in eV: -0.5 / -0.5
HOMO (alpha / beta) in eV: -9.9 / -9.9
E in a.u.: -1039.7493
Net charge: 0
SMILES: O=C1CC/C=[N+](/[O-])OS(=O)(=O)N1

```
18
Properties=species:S:1:pos:R:3:forces:R:3:mulliken_charge:R:1
O -0.34123 -2.27766 0.75218 -0.4232 -1.9574 1.2943 -0.540
C 0.20227 -1.35330 0.27056 0.7906 3.6343 -1.2925 0.459
C -0.47003 -0.39432 -0.69469 0.5543 0.5946 0.5220 -0.859
C -0.96867 0.87443 0.02301 -2.5111 -0.1757 -0.4723 -0.470
C -0.04804 1.52472 0.97710 -0.2564 0.3339 -2.1705 -0.434
N 1.07772 2.03154 0.63947 1.6111 0.7204 1.0059 0.731
O 1.77970 2.83569 1.19994 0.2162 0.1977 0.2941 -0.621
O 1.75972 1.49814 -0.59681 0.0673 -0.8810 -0.8191 -0.291
S 2.55147 0.10853 -0.41640 -2.5886 -3.7133 1.1946 1.146
O 2.62437 -0.58221 -1.67269 -0.4153 1.6187 0.5422 -0.540
O 3.65647 0.06333 0.44994 1.2179 1.5376 0.3383 -0.559
N 1.41960 -0.77498 0.64547 1.0646 -0.0232 -0.6202 -0.244
H 0.14063 -0.17844 -1.53213 0.8154 0.3322 -0.7325 0.399
H -1.28981 -0.88381 -1.07124 -2.0970 -1.1588 -0.9193 0.445
H -1.55465 1.63822 -0.71269 1.8463 -1.5899 1.5205 0.303
H -1.81120 0.51026 0.65972 0.4906 0.3062 -0.3504 0.324
H -0.36102 1.90169 1.90228 -0.5238 0.4347 1.1340 0.533
H 1.84234 -1.01805 1.53895 0.1412 -0.2109 -0.4691 0.218
```
Positions in Å, forces in eV/Å.


[3]
C4H6N2OS | wB97M-V/def2-TZVPD

Values from the calculation:
Relative energy (zero: lowest compared OMol25 entry of this formula, charge and spin) in kJ/mol: 118.1
LUMO in eV: 0.7
HOMO in eV: -8.3
E in a.u.: -738.9597
Net charge: 0
SMILES: O=CNC1=NSCC1

```
14
Properties=species:S:1:pos:R:3:forces:R:3:mulliken_charge:R:1
O 3.54725 -0.56717 0.01797 -0.3840 -0.0733 -0.0555 -0.526
C 2.40417 -0.19503 -0.08325 -0.4153 0.3797 -0.0964 0.026
N 1.30264 -1.02417 0.06421 1.1014 -0.4929 0.0100 -0.109
C -0.04134 -0.68447 0.02903 -0.1506 -0.5504 -0.1381 0.649
N -0.89491 -1.62979 0.04076 -0.3487 0.4735 -0.0242 -0.621
S -2.50347 -1.02820 -0.09417 0.5231 0.1018 0.0735 -0.050
C -2.00437 0.72008 0.16935 -0.1670 0.0555 -0.0983 -0.598
C -0.49965 0.74592 -0.10969 -0.0252 -0.4015 -0.3774 -0.693
H 2.14638 0.86483 -0.33333 0.0221 -0.5200 0.2381 0.294
H 1.52976 -2.02907 0.13625 -0.3350 0.8384 0.0489 0.279
H -2.56200 1.37362 -0.51668 0.1418 -0.2155 0.3745 0.326
H -2.20220 0.99385 1.21611 -0.0155 -0.0146 -0.4071 0.326
H 0.01004 1.38419 0.58755 0.2958 0.3809 0.3115 0.364
H -0.23230 1.07539 -1.12411 -0.2429 0.0384 0.1404 0.334
```
Positions in Å, forces in eV/Å.


[4]
C4H6N2OS | wB97M-V/def2-TZVPD

Values from the calculation:
Relative energy (zero: lowest compared OMol25 entry of this formula, charge and spin) in kJ/mol: 105.8
LUMO in eV: 0.8
HOMO in eV: -9.6
E in a.u.: -738.9644
Net charge: 0
SMILES: Oc1ncccn1.S

```
14
Properties=species:S:1:pos:R:3:forces:R:3:mulliken_charge:R:1
O 1.61519 -1.29539 -1.01320 0.5473 -0.2789 -0.0200 -0.460
C 0.41138 -0.91696 -0.60632 -0.7014 0.3006 -0.0838 0.587
N -0.33227 -0.22775 -1.46894 0.3447 -0.0186 -0.2935 -0.622
C -1.53799 0.13043 -1.06193 -0.0854 -0.0959 0.2982 -0.069
C -2.01263 -0.18998 0.20083 0.0125 -0.0009 0.0086 -0.490
C -1.14453 -0.90254 1.01705 -0.2658 0.1947 -0.2237 0.005
N 0.05949 -1.26999 0.62129 0.6549 -0.2453 0.0309 -0.514
H 1.76498 -0.96720 -1.91203 -0.2177 0.0506 0.1590 0.368
H -2.13175 0.68690 -1.77523 -0.0955 0.0428 -0.0003 0.406
H -2.99906 0.09398 0.52758 -0.0657 0.0393 0.0336 0.365
H -1.41371 -1.19420 2.02336 -0.1139 0.0039 0.0775 0.426
S 2.55249 1.41862 1.00770 0.0645 -0.3964 -0.0950 -0.284
H 1.66419 2.28702 1.47120 -0.2600 0.2290 0.1351 0.131
H 3.50423 2.34706 0.96864 0.1816 0.1752 -0.0265 0.151
```
Positions in Å, forces in eV/Å.


[5]
C4H6N2OS | wB97M-V/def2-TZVPD

Values from the calculation:
Relative energy (zero: lowest compared OMol25 entry of this formula, charge and spin) in kJ/mol: 231.2
LUMO in eV: 0.5
HOMO in eV: -8.9
E in a.u.: -738.9166
Net charge: 0
SMILES: [H]/N=C1/COC(=S)N1C

```
14
Properties=species:S:1:pos:R:3:forces:R:3:mulliken_charge:R:1
H -0.85118 -2.25137 -0.78401 -0.5994 1.7926 -0.3424 0.255
N -1.41080 -1.33741 -0.82921 2.1008 -0.8211 1.7519 -0.630
C -0.86638 -0.35127 -0.20143 -2.4117 -0.5190 -1.0230 0.290
C -1.72204 0.93827 -0.01907 0.5762 -1.6416 -0.6724 -0.154
O -0.68675 1.90685 0.05696 0.8526 -0.2369 1.4784 -0.320
C 0.50971 1.27494 0.39361 0.0427 4.2218 -0.1129 0.260
S 1.83218 2.16962 0.75966 -0.2730 -0.1703 -0.0318 -0.376
N 0.41217 -0.02765 0.29312 -0.2881 -3.2034 -1.8383 0.138
C 1.58245 -0.89947 0.04336 1.3979 -0.1443 4.5945 -0.991
H -2.21410 1.07976 -1.00724 -0.2761 0.0146 1.1184 0.280
H -2.42401 0.83805 0.90073 1.2437 0.5605 -1.5676 0.239
H 2.54378 -0.38806 0.39438 -1.5743 0.0112 -0.9173 0.324
H 1.76027 -1.31425 -0.93161 -0.7098 -0.0962 -0.4267 0.345
H 1.53469 -1.63802 0.93075 -0.0816 0.2320 -2.0108 0.340
```
Positions in Å, forces in eV/Å.


[6]
C4H6N2OS2 | wB97M-V/def2-TZVPD

Values from the calculation:
Relative energy (zero: lowest compared OMol25 entry of this formula, charge and spin) in kJ/mol: 264.7
LUMO (alpha / beta) in eV: -2.8 / -2.8
HOMO (alpha / beta) in eV: -7.4 / -7.5
E in a.u.: -1137.0307
Net charge: 0

```
15
Properties=species:S:1:pos:R:3:forces:R:3:mulliken_charge:R:1
C 0.11059 -0.44402 -1.49974 0.2945 3.6362 -2.6922 -0.227
C -0.26478 0.00771 2.08170 -0.5310 0.1312 3.7748 0.341
C 0.50439 0.43563 -2.64904 3.2079 -1.0348 -1.2608 -0.593
C 0.03224 -0.65239 0.79660 0.9269 -0.3418 -3.1423 0.623
N 0.09821 0.07891 -0.33052 -0.7878 -0.6362 4.2010 -0.400
N -0.68867 1.29699 2.04915 0.4610 1.2645 2.2090 -0.395
O -0.20572 -0.63705 3.19675 -0.0794 1.4778 -3.7339 -0.692
S -0.88456 0.74078 -3.71075 -0.9866 -0.4115 0.9179 -0.348
S 0.42149 -2.35598 0.87422 -0.5870 1.6915 1.6183 -0.216
H -0.33462 -1.33155 -1.75122 -0.9801 -2.5168 -0.3753 0.503
H 1.05008 1.35587 -2.38910 -0.4032 -0.4306 0.4952 0.275
H 1.26367 -0.15528 -3.26802 -0.7646 0.5378 0.7941 0.238
H -0.51820 1.97900 1.28651 -0.1632 -1.2818 0.5171 0.288
H -0.77595 1.73907 3.04206 0.1384 -1.1993 -2.6044 0.307
H 0.19183 -2.05767 2.27140 0.2542 -0.8863 -0.7186 0.294
```
Positions in Å, forces in eV/Å.


[7]
C4H6N2S | wB97M-V/def2-TZVPD

Values from the calculation:
Relative energy (zero: lowest compared OMol25 entry of this formula, charge and spin) in kJ/mol: 497.0
LUMO in eV: -0.1
HOMO in eV: -8.7
E in a.u.: -663.5392
Net charge: 0
SMILES: CC/N=N/C#CS

```
13
Properties=species:S:1:pos:R:3:forces:R:3:mulliken_charge:R:1
C 2.33751 -0.62944 -0.02564 -3.0901 -2.8088 2.1108 -1.012
C 1.53150 0.68302 -0.26972 0.6826 -1.8738 0.8058 -0.188
N 0.29768 0.64957 0.46188 -0.8027 -0.2271 0.4039 -0.394
N -0.61345 0.31674 -0.30081 1.1875 0.0519 -1.6990 -0.063
C -1.86512 0.17333 -0.11665 -2.9592 -0.3599 2.0665 0.612
C -3.05653 0.00063 0.18960 2.1052 0.2970 -2.0496 -0.480
S -4.68930 -0.23924 -0.14853 0.7665 -0.0640 -0.4790 -0.143
H 2.44692 -0.95395 1.14282 0.2787 1.4769 -2.7692 0.278
H 1.69231 -1.59594 -0.35408 1.5062 2.3236 0.0919 0.262
H 3.22738 -0.52955 -0.59947 0.9795 -0.4379 -0.0316 0.314
H 1.35004 0.80888 -1.33296 0.1793 0.2860 -0.0634 0.420
H 2.09784 1.42388 0.22410 0.7979 1.3345 -0.0603 0.270
H -4.75679 -0.10791 1.12947 -1.6315 0.0017 1.6733 0.122
```
Positions in Å, forces in eV/Å.


[8]
C4H6N2S | wB97M-V/def2-TZVPD

Values from the calculation:
Relative energy (zero: lowest compared OMol25 entry of this formula, charge and spin) in kJ/mol: 103.5
LUMO in eV: 0.8
HOMO in eV: -8.3
E in a.u.: -663.6891
Net charge: 0
SMILES: [H]/N=C1\NC=C[C@H]1S

```
13
Properties=species:S:1:pos:R:3:forces:R:3:mulliken_charge:R:1
H 1.41642 -2.15523 -1.01096 -0.1060 0.1559 0.3710 0.214
N 1.29233 -1.64364 -0.12792 0.4310 -0.2176 -0.4486 -0.646
C 0.59736 -0.59916 -0.26869 -0.6287 0.4244 0.7486 0.166
N -0.07501 -0.11266 -1.37604 0.3385 -0.9375 -1.0820 -0.100
C -0.86754 0.98191 -1.07468 -0.4811 1.9249 1.8072 -0.487
C -0.67339 1.33592 0.22364 -0.6117 -0.4145 -1.0493 -0.510
C 0.21545 0.35327 0.87026 1.0249 -0.1935 0.6760 0.254
S -0.60883 -0.52927 2.25843 0.1956 -0.2705 -0.3060 -0.285
H -0.09907 -0.68644 -2.20849 -0.2681 0.4450 0.0693 0.212
H -1.52481 1.57853 -1.74082 0.8038 -1.0478 0.0544 0.332
H -1.10385 2.12574 0.80901 -0.2711 0.3011 -0.3404 0.410
H 1.08650 0.84044 1.35039 -0.1868 -0.3415 -0.5669 0.288
H 0.34444 -1.48942 2.29586 -0.2403 0.1715 0.0667 0.152
```
Positions in Å, forces in eV/Å.


[9]
C4H6N2S2 | wB97M-V/def2-TZVPD

Values from the calculation:
Relative energy (zero: lowest compared OMol25 entry of this formula, charge and spin) in kJ/mol: 297.0
LUMO in eV: -0.5
HOMO in eV: -8.8
E in a.u.: -1061.8030
Net charge: 0
SMILES: C=N/N=C(\C=S)SC

```
14
Properties=species:S:1:pos:R:3:forces:R:3:mulliken_charge:R:1
C 1.89190 1.93141 0.04418 -1.1616 -0.8649 0.7857 -0.279
N 1.67422 0.68430 -0.19976 -0.1665 1.4167 -0.3240 -0.548
N 0.29182 0.36554 -0.04758 -0.2338 -0.3852 0.1300 -0.112
C 0.02656 -0.86336 -0.33534 -1.6034 1.9838 0.5441 0.544
C 1.08553 -1.76747 -0.64261 1.6180 -1.9594 -1.2242 -0.326
S 1.62196 -2.89701 0.37134 -0.1672 0.1470 -0.0868 -0.158
S -1.70488 -1.43295 -0.37466 1.6014 0.6382 0.6066 -0.010
C -2.45621 -0.02961 0.48432 -0.5604 -0.0721 0.3913 -0.810
H 2.84689 2.39229 -0.16207 0.2781 -0.3723 0.0195 0.271
H 1.12692 2.56709 0.55842 0.3884 -0.5227 -0.7688 0.267
H 1.55568 -1.68792 -1.65036 -0.4036 0.1564 0.7324 0.285
H -3.51695 -0.31180 0.57901 0.3525 0.0979 0.0318 0.321
H -2.04383 0.18289 1.49165 -0.0542 -0.4206 -0.7079 0.281
H -2.39961 0.86661 -0.11655 0.1123 0.1572 -0.1295 0.273
```
Positions in Å, forces in eV/Å.


[10]
C4H6N2S2 | wB97M-V/def2-TZVPD

Values from the calculation:
Relative energy (zero: lowest compared OMol25 entry of this formula, charge and spin) in kJ/mol: 354.0
LUMO in eV: -0.1
HOMO in eV: -8.4
E in a.u.: -1061.7813
Net charge: 0

```
14
Properties=species:S:1:pos:R:3:forces:R:3:mulliken_charge:R:1
C 1.25437 0.53979 0.52940 2.0300 0.5111 1.2512 0.158
C -0.14610 0.86358 0.97646 -2.6147 1.4241 3.6712 -0.601
C -1.06028 -0.24203 -0.87117 -2.4767 -2.3540 -3.1672 0.025
C 0.02343 -1.30918 -0.48107 0.0413 -1.6392 -0.8466 -0.350
H -0.35776 1.85162 1.55752 1.3005 -1.3713 -1.4604 0.396
H -0.52080 0.17005 1.89693 1.1882 0.8448 -2.2289 0.211
H -1.80535 1.72791 -0.66626 2.5137 -3.8459 2.6293 0.386
H 0.27386 -2.38389 -1.22008 -1.1373 4.0138 1.9802 0.344
H -0.41844 -1.77727 0.54070 1.7402 1.1584 -1.9060 0.216
H 2.21953 -0.67112 -0.90710 -2.5602 0.5052 1.7012 0.315
N -1.16078 0.77844 -0.08032 -0.2299 3.9602 -0.5641 -0.243
N 1.28191 -0.41502 -0.40183 0.2837 -2.2760 -0.8892 -0.193
S 2.67939 1.15096 1.23822 -1.8204 -0.2884 -0.8977 -0.302
S -2.26298 -0.28382 -2.11140 1.7416 -0.6426 0.7270 -0.363
```
Positions in Å, forces in eV/Å.